1.
C23H41FP2Rh as an isolated structure, computed with ωB97M-V with the def2-TZVPD basis set.

```
68
Properties=species:S:1:pos:R:3:forces:R:3:mulliken_spin:R:1
H 2.530 -3.077 5.263 -0.0432 -0.0149 0.0458 0.005
H 3.919 -1.125 -2.048 -0.2983 0.2073 -0.0039 0.000
H -2.425 -2.531 1.785 0.0196 -0.1103 -0.0783 0.002
H 0.643 -4.592 2.334 0.0572 -0.1396 0.0044 0.006
C 0.687 1.457 -0.694 1.0046 0.0596 0.2095 0.018
H 1.770 1.984 -3.422 -0.2333 -0.0210 -0.0621 -0.005
C 3.466 -0.137 -2.223 0.5903 -0.3293 0.4976 0.001
H 2.083 -2.506 -3.582 -0.3239 0.0578 -0.1015 0.004
F 2.380 0.433 1.639 -1.1597 -1.0800 0.2780 0.105
P 1.705 -0.315 -2.617 -1.3476 1.9438 -2.2064 0.028
C -2.368 0.775 -1.540 -0.0856 -0.8119 -0.1678 -0.050
C -0.559 -2.124 2.723 -1.6744 -1.2022 0.6891 -0.180
C -2.327 2.479 0.353 1.6509 -0.0281 0.9791 0.012
C 0.641 -2.673 3.264 -0.3653 -1.9749 1.0282 0.234
H -1.132 -3.690 1.400 -0.0837 -0.0872 -0.0720 -0.001
H 3.629 0.444 -1.305 -0.2599 -0.0822 -0.1723 0.001
H 0.407 -1.965 -3.917 0.3700 0.1623 0.2027 -0.006
C -2.501 1.043 -0.031 -0.7833 -0.2130 -0.6771 -0.081
H -2.644 0.588 -4.647 0.3963 -0.0068 0.0415 0.002
H 3.142 -1.473 4.894 0.0502 0.0195 0.0219 0.008
C 1.222 1.079 -3.713 0.6478 0.0641 -0.0974 0.005
H -0.885 4.055 0.540 -0.5721 -0.2549 -0.1716 0.002
H -1.806 0.393 0.509 0.0314 0.1665 -0.0088 0.101
C -0.213 2.654 -1.008 -0.2270 0.5898 0.0069 -0.062
C 0.322 0.126 -1.375 -0.1108 -1.8793 1.4197 -0.033
H 1.772 -1.310 -4.861 -0.0678 0.0808 0.7221 0.000
H -0.750 3.096 -5.308 0.0296 0.2067 0.1360 -0.003
H 2.009 -1.677 6.223 0.0768 -0.1392 -0.0721 0.005
C 1.459 -1.643 -3.852 0.2074 -0.8929 0.3551 0.017
H 0.782 1.332 0.393 0.0621 -0.1850 -0.3353 0.007
C 1.346 -3.903 2.795 0.0461 0.1551 -0.0257 0.043
H -1.269 -0.677 -2.690 0.3511 -0.1987 0.9095 0.006
H -1.105 -2.067 0.694 -0.3147 -0.2519 -0.1125 -0.005
H 1.838 -4.388 3.634 0.0094 -0.1771 -0.0263 0.005
H -2.437 -0.125 2.253 -0.0522 0.0038 0.1724 -0.011
H -0.808 2.467 -1.933 0.5278 0.4026 0.9990 0.055
C -1.003 0.235 -2.118 -0.3409 -1.8898 -1.2170 0.315
H -2.636 1.690 -2.067 0.1343 0.3308 -0.1742 -0.037
P -0.569 1.345 -3.590 -1.3892 1.3573 -0.4162 0.459
Rh 0.941 -0.836 2.504 6.4243 6.3324 -6.4884 2.178
H -3.012 2.873 1.102 0.1495 0.0956 -0.1653 0.001
C -0.644 3.100 -4.211 0.5873 0.6954 -1.4007 0.219
C -1.175 3.106 0.071 -0.1680 0.5642 -0.1696 0.002
C 1.092 -1.799 4.304 -0.0348 -1.4894 2.2266 0.110
H -1.475 3.693 -3.804 0.1657 -0.4617 0.0717 0.005
C -1.567 0.500 -4.865 0.1554 -0.0199 -0.3390 0.003
H 0.296 3.626 -3.982 -0.3399 -0.0837 0.0455 -0.005
C 2.258 -2.025 5.217 0.0810 0.2126 -0.0923 0.023
C -0.849 -0.917 3.438 -2.1218 -0.2225 1.1410 0.044
C 0.160 -0.732 4.419 -0.8570 -0.0433 2.2245 0.236
H -1.693 1.031 3.356 -0.1614 -0.0444 -0.0277 -0.004
H 0.413 -0.748 -0.681 -0.5336 0.8644 -0.0248 0.006
H -1.308 -0.563 -4.907 -0.1332 0.1120 -0.1051 -0.002
H -3.190 0.086 -1.850 0.8994 0.1251 0.2639 -0.002
C -2.017 -0.008 3.251 -0.1389 0.1944 -0.1855 0.072
C 0.187 0.361 5.450 -0.0060 0.0130 -0.5172 0.019
H 0.662 0.012 6.364 -0.0812 0.0384 0.0824 0.006
H -0.831 0.698 5.656 0.1456 -0.0343 0.1286 0.003
H 1.449 0.886 -4.767 0.3389 -0.1061 0.1363 0.005
H -3.510 0.747 0.270 0.1464 -0.1749 -0.0091 -0.004
H -2.827 -0.186 3.965 0.1585 -0.0954 0.0762 0.009
C -1.358 -2.645 1.590 -0.1584 0.0898 -0.4505 0.081
H 1.706 1.708 -1.033 -0.1922 0.1496 0.4234 0.006
H 0.755 1.214 5.080 0.0349 0.1417 0.1283 0.010
H 0.445 3.494 -1.275 -0.2494 -0.1248 0.1986 -0.002
H 4.049 0.332 -3.037 -0.6438 -0.1361 0.1629 0.002
H 2.110 -3.639 2.062 0.0709 -0.2314 -0.0268 0.010
H -1.384 0.956 -5.845 -0.0683 -0.1984 0.1724 0.001
```
Forces are in eV/Å.

Properties
E_HOMO (spin up / spin down), eV: -7.300 / -11.587
Multiplicity: 5
Frontier orbital gap (spin up / spin down), eV: 4.60 / 7.67
LUMO energy (spin up / spin down), Ha: -0.0992 / -0.1440
Electronic energy, eV: -48806.525
Total charge: +1

=====

2.
An isolated molecule of C4H5N5, computed with ωB97M-V with the def2-TZVPD basis set.

```
14
Properties=species:S:1:pos:R:3:forces:R:3:lowdin_charge:R:1
H 2.378 0.250 0.471 -0.5444 -0.9100 -0.7576 0.124
H 1.314 2.152 -0.813 1.1552 -0.6407 0.4251 0.119
N -2.532 0.566 0.102 0.4145 1.9858 1.1923 0.071
N -0.428 1.805 -0.196 -1.0734 -0.1420 0.2584 0.105
N -2.727 -0.754 -0.088 -3.4410 -0.4571 -0.9485 -0.053
H 1.014 0.143 1.379 -1.1522 -0.3038 2.8611 0.071
C 1.272 0.101 0.396 2.5813 2.4815 -2.5571 -0.172
H 0.708 -1.090 -1.297 -0.2609 -0.3521 -1.5468 0.094
N -0.639 -1.027 0.321 -0.5380 2.0059 -0.0516 -0.062
C -1.437 1.096 0.205 0.7633 -2.0977 -0.3712 -0.110
N -1.700 -1.447 -0.195 1.3883 -2.1653 -0.1840 -0.062
C 0.793 1.408 -0.210 -0.3990 0.1765 -0.3223 -0.094
H 1.351 -2.044 0.177 -1.9540 1.6648 -1.1696 0.166
C 0.632 -1.159 -0.252 3.0603 -1.2460 3.1717 -0.197
```
Forces are in eV/Å.

Properties
E_HOMO (spin up / spin down), eV: -8.316 / -8.314
Frontier orbital gap (spin up / spin down), eV: 7.62 / 7.62
ΔE to the lowest compared entry with this formula, charge and spin, eV: 5.598
LUMO energy (spin up / spin down), Ha: -0.0255 / -0.0255
Electronic energy, eV: -11673.011
Total charge: 0

=====

3.
C18H13Cl2F3N4O as an isolated structure, computed with ωB97M-V with the def2-TZVPD basis set.

```
41
Properties=species:S:1:pos:R:3:forces:R:3:lowdin_charge:R:1
C -0.233 -2.994 -2.218 -1.0868 0.3511 1.0757 -0.220
H 2.378 -1.664 -3.083 1.5418 2.0155 -2.2952 0.097
H 0.194 -5.076 -2.690 0.5810 1.7379 -0.2409 0.187
C -2.421 1.713 -0.908 1.0057 -0.7223 1.8915 -0.004
H -3.440 3.683 -0.654 1.1733 -0.8964 0.9564 0.135
H 3.235 0.236 4.108 -0.4894 -0.0631 -0.4255 0.101
H 2.577 -2.338 -1.581 1.8533 -0.1549 2.5921 0.106
C -1.684 0.633 -0.273 -0.4248 4.6950 -0.9685 -0.072
H 1.111 1.490 4.271 -0.0803 0.0000 0.0106 0.108
C 3.389 1.828 2.681 -0.6699 -2.3821 -2.7024 -0.106
H 0.824 -0.215 4.059 -0.1703 -1.0334 0.4971 0.097
C -1.217 -0.521 -0.985 1.4815 -2.8815 0.3607 -0.227
C -2.697 2.972 -0.163 1.2167 0.5177 0.9129 0.004
H 4.520 1.704 2.609 -1.5814 0.2138 0.2952 0.082
N -0.201 2.246 2.483 -0.0729 -1.1689 0.2971 0.181
O 2.731 -4.445 -2.908 0.3692 -0.6383 -1.3912 0.087
C 0.539 -1.865 -2.047 0.9480 2.7714 1.8034 -0.091
Cl -2.701 -4.212 -1.720 0.9217 0.2668 0.1359 0.637
H 0.951 0.204 -1.233 -1.8783 -1.2875 -0.2850 0.156
C 1.800 -3.683 -2.905 1.2749 -0.7614 2.6534 -0.445
Cl -2.303 4.697 2.023 0.2887 -0.3331 -0.2990 0.710
N 0.047 0.182 1.368 -2.1075 2.0160 2.2811 0.211
H 3.078 2.640 3.313 0.0558 0.5726 -0.0808 0.051
H 2.984 1.880 1.576 0.9001 0.8455 2.0145 0.094
H 2.888 -0.329 2.506 -0.3311 0.0544 -0.2799 0.093
C 1.967 -2.269 -2.386 -4.1600 -0.6886 -1.4047 -0.007
N -1.002 0.947 0.911 -1.7237 1.0503 -3.6475 0.003
C 0.124 -0.594 -1.375 1.5730 -2.2482 -2.1978 0.074
C -1.928 -1.750 -0.954 -0.0500 0.2595 -0.5299 -0.049
C -1.488 -2.916 -1.592 -1.1947 0.0493 -0.2390 -0.534
N 0.493 -4.070 -2.775 -2.0107 -0.4462 -0.0820 0.162
C -1.983 3.320 1.065 -0.9824 -4.0624 -3.2843 -0.575
F -3.173 0.282 -2.735 2.3369 -0.7386 -0.3841 0.129
C -1.052 2.223 1.519 -2.2463 1.1141 -1.5447 -0.274
C 2.680 0.503 3.175 1.5782 0.5050 1.8093 -0.259
C 0.297 0.974 2.403 3.4154 0.2954 2.6564 -0.341
H -2.876 -1.777 -0.408 0.2044 -0.0270 -0.5309 0.123
F -4.272 1.869 -2.348 -1.6824 2.9914 0.1506 0.154
F -2.325 2.277 -3.367 -1.1617 -1.3313 2.2298 0.088
C 1.194 0.655 3.581 1.1238 0.4727 -1.7950 -0.135
C -3.003 1.560 -2.345 0.2612 -0.9301 -0.0153 -0.529
```
Forces are in eV/Å.

Properties
E_HOMO, eV: -8.971
Frontier orbital gap, eV: 8.34
LUMO energy, Ha: -0.0231
Electronic energy, eV: -60079.784
Total charge: 0

=====

4.
A 2-piece molecular cluster, CH4ClN2O overall, computed with ωB97M-V with the def2-TZVPD basis set.

```
9
Properties=species:S:1:pos:R:3:forces:R:3:lowdin_charge:R:1
N 0.116 0.088 -0.258 -1.8228 1.6342 -3.5041 0.258
C -2.968 -0.222 0.207 -3.8429 -4.6516 -3.2950 -0.323
N -3.667 -0.998 -0.375 1.1196 1.5369 1.2591 -0.373
H 0.622 -0.315 0.448 1.5521 -1.7824 2.2524 0.088
O -2.205 0.599 0.483 1.5437 3.0624 2.0230 0.146
H -0.241 -0.610 -0.968 1.0809 0.6634 0.9365 0.168
Cl -4.409 -2.370 -0.859 0.0393 0.1774 0.3534 0.780
H -0.874 0.474 0.157 1.7164 0.0183 -0.6156 0.078
H 0.784 0.756 -0.740 -1.3861 -0.6585 0.5903 0.179
```
Forces are in eV/Å.

Properties
E_HOMO, eV: -14.913
Frontier orbital gap, eV: 10.98
ΔE to the lowest compared entry with this formula, charge and spin, eV: 0.736
LUMO energy, Ha: -0.1446
Electronic energy, eV: -18642.995
Total charge: +1

=====

What did the second record say?
An isolated molecule of C4H5N5, computed with ωB97M-V with the def2-TZVPD basis set.

```
14
Properties=species:S:1:pos:R:3:forces:R:3:lowdin_charge:R:1
H 2.378 0.250 0.471 -0.5444 -0.9100 -0.7576 0.124
H 1.314 2.152 -0.813 1.1552 -0.6407 0.4251 0.119
N -2.532 0.566 0.102 0.4145 1.9858 1.1923 0.071
N -0.428 1.805 -0.196 -1.0734 -0.1420 0.2584 0.105
N -2.727 -0.754 -0.088 -3.4410 -0.4571 -0.9485 -0.053
H 1.014 0.143 1.379 -1.1522 -0.3038 2.8611 0.071
C 1.272 0.101 0.396 2.5813 2.4815 -2.5571 -0.172
H 0.708 -1.090 -1.297 -0.2609 -0.3521 -1.5468 0.094
N -0.639 -1.027 0.321 -0.5380 2.0059 -0.0516 -0.062
C -1.437 1.096 0.205 0.7633 -2.0977 -0.3712 -0.110
N -1.700 -1.447 -0.195 1.3883 -2.1653 -0.1840 -0.062
C 0.793 1.408 -0.210 -0.3990 0.1765 -0.3223 -0.094
H 1.351 -2.044 0.177 -1.9540 1.6648 -1.1696 0.166
C 0.632 -1.159 -0.252 3.0603 -1.2460 3.1717 -0.197
```
Forces are in eV/Å.

Properties
E_HOMO (spin up / spin down), eV: -8.316 / -8.314
Frontier orbital gap (spin up / spin down), eV: 7.62 / 7.62
ΔE to the lowest compared entry with this formula, charge and spin, eV: 5.598
LUMO energy (spin up / spin down), Ha: -0.0255 / -0.0255
Electronic energy, eV: -11673.011
Total charge: 0